# 1
5 unconnected molecules or ions with the total composition C46H55F32N3O8P2S in a non-equilibrium geometry. Source: OMol25; level of theory: ωB97M-V/def2-TZVPD.

Each line ends with the Löwdin charge.
Geometry (Å):
H -8.722 -4.209 -8.922  0.177
F -6.625 -5.658 -9.087  0.147
C -3.762 1.265 -3.948  -0.308
H 9.668 0.510 3.071  0.066
C -7.811 -3.706 1.363  -0.076
H -6.005 2.543 1.133  0.085
O 5.065 5.548 5.236  0.045
C -4.935 -1.080 -3.913  -0.031
C 1.857 1.211 1.012  -0.023
C 2.663 6.414 5.069  -0.438
F -8.203 -2.662 -10.040  0.104
C -6.809 -0.519 -5.386  -0.529
H 5.050 -2.052 0.978  0.097
O -6.049 0.574 1.829  -0.190
C -6.728 -4.807 -12.353  -0.037
H -5.488 -1.584 3.171  0.106
H 3.530 -3.271 1.057  0.095
C -7.156 -3.504 -13.060  -0.440
H -5.475 -0.693 -3.049  0.143
C -3.702 0.169 2.063  -0.171
C -6.258 -2.273 -12.889  -0.307
F -7.508 0.941 -7.111  0.099
H -6.944 1.410 0.158  0.077
F -8.430 -3.217 -12.719  0.132
O -5.824 -1.404 -4.981  0.045
O 10.145 -0.846 7.632  0.043
F -6.955 0.471 -4.483  0.143
C 1.574 5.419 4.647  -0.305
C -4.899 -2.075 2.395  -0.031
H 4.127 6.696 6.558  0.148
C 2.349 -1.477 0.747  -0.185
H 5.799 -1.621 3.147  0.117
H -8.898 -1.802 0.182  0.088
F 12.616 -1.775 5.355  0.102
C -2.771 2.923 3.713  -0.275
F 9.574 -2.722 8.612  0.144
H 1.681 2.280 1.127  0.105
C 10.542 -2.152 7.861  -0.532
H -0.313 3.159 1.799  0.020
C 0.236 2.737 -1.795  -0.228
O -7.324 -5.135 -11.097  0.044
F -6.136 -1.893 -11.604  0.097
F -5.368 0.589 -6.933  0.101
C 0.810 0.384 0.657  -0.283
H 3.691 -3.516 -1.096  0.059
C -1.626 -1.123 0.867  -0.417
C 10.103 -0.307 6.309  -0.036
H -7.377 -4.266 2.197  0.091
H 6.194 1.064 3.614  0.110
H -7.560 -0.632 0.090  0.059
H 1.743 -3.556 0.924  0.087
F 2.044 7.347 5.847  0.105
C 8.665 0.892 2.877  -0.116
C -1.573 0.248 0.969  -0.315
C 3.844 5.873 5.904  -0.034
H -7.622 -4.186 0.390  0.089
F 13.304 0.011 4.333  0.096
F 12.848 -1.566 8.043  0.102
H -7.067 -5.607 -13.009  0.148
C 5.340 -0.717 2.731  -0.127
H -5.183 1.344 0.088  0.087
C -4.927 0.810 2.704  -0.172
H 2.157 -4.004 -1.152  0.059
N -7.246 -2.332 1.334  -0.168
C -5.812 -2.451 1.213  -0.387
H 6.440 0.993 1.852  0.107
H -3.744 3.289 4.058  0.028
P -0.829 1.290 -1.272  0.909
H 6.273 4.976 2.837  0.178
H 8.458 1.742 3.546  0.090
H -4.848 1.895 2.803  0.058
F -6.799 -1.230 -13.561  0.097
F 12.187 0.734 6.693  0.133
C 4.831 -1.030 1.293  -0.125
C -2.623 0.919 1.593  -0.261
S -0.282 -2.014 0.090  1.066
H 3.530 5.071 6.572  0.145
C 3.115 0.732 1.222  -0.027
C -6.831 -4.612 -9.915  -0.532
F -3.292 -0.478 -5.496  0.135
F -7.249 -3.112 -8.136  0.090
H 0.803 2.429 -2.678  0.040
H -4.471 -2.990 2.821  0.131
C -7.826 -3.667 -9.231  -0.276
H 11.720 -1.822 9.653  0.175
C 5.234 4.317 4.629  -0.532
F -5.628 -4.040 -10.111  0.147
F 0.636 6.067 3.915  0.090
H -2.561 1.980 4.229  0.045
C 11.402 0.264 5.700  -0.439
F -2.591 1.868 -4.285  0.075
C -6.038 1.507 0.766  -0.116
H -3.938 1.453 -2.884  0.159
C 3.384 -0.623 1.073  -0.173
C 11.853 -2.237 8.652  -0.286
F 6.392 3.805 5.104  0.139
C 12.198 -0.646 4.758  -0.307
F 2.048 4.420 3.882  0.092
H -8.894 -3.621 1.483  0.084
F 3.148 7.074 3.996  0.133
H -5.643 -4.908 -12.316  0.145
H -1.245 4.667 1.770  0.038
O -0.291 0.058 -2.237  -0.310
C -6.575 0.007 -6.806  -0.281
C -2.673 -1.866 1.337  -0.056
H 8.643 1.256 1.835  0.095
H -5.262 -2.463 -13.298  0.173
H 9.438 0.550 6.407  0.148
H 3.906 1.429 1.493  0.109
C 6.400 0.385 2.770  -0.247
F 11.027 1.348 4.960  0.092
N -0.471 0.992 0.413  -0.193
H 9.597 -0.983 5.619  0.144
O -5.286 -2.870 0.190  0.093
F -2.686 -0.737 -3.423  0.075
F 5.424 3.186 2.569  0.081
H 11.600 -0.909 3.881  0.167
H -2.032 3.661 4.050  0.025
C -1.203 3.642 1.383  -0.302
C 5.368 4.428 3.106  -0.274
H -0.464 3.541 -2.024  0.026
F -4.725 1.872 -4.663  0.100
H -5.193 0.351 3.659  0.129
H 5.425 -0.403 0.612  0.118
H 1.083 4.990 5.526  0.173
H -7.489 -2.194 -0.792  0.086
H -6.642 -0.806 -7.531  0.158
H 0.912 2.965 -0.965  0.019
F 4.261 3.464 5.000  0.145
H 4.502 -0.395 3.356  0.115
F 12.238 -3.530 8.758  0.099
F 4.317 5.059 2.555  0.107
H -0.878 -0.101 -2.993  0.026
F -7.970 -1.209 -5.388  0.144
O 7.709 -0.140 3.001  -0.193
C -3.729 -1.212 1.932  -0.163
F -7.169 -3.782 -14.395  0.104
P -2.743 2.744 1.852  0.957
H -1.088 3.689 0.299  -0.002
C 2.598 -2.966 0.584  -0.217
F 10.588 -2.845 6.708  0.148
H -2.704 -2.944 1.219  0.121
C -7.809 -1.692 0.136  -0.080
H -4.554 -2.051 -3.599  0.151
C -3.679 -0.240 -4.225  -0.421
N 2.743 -3.216 -0.889  0.016
C 1.086 -0.954 0.537  -0.368

## Properties
electronic energy = -185815.646 eV
E_LUMO = 0.4 eV
HOMO energy = -0.2838 Ha
charge = 0
largest force on an atom = 2.44 eV/A
orbital gap = 8.0770 eV

=====

# 2
A molecular structure, C46H55KN8O2P2S. Source: OMol25; level of theory: ωB97M-V/def2-TZVPD.

Each line ends with the Löwdin charge.
Geometry (Å):
H 4.583 -2.437 4.796  0.094
H -4.883 -0.533 2.710  0.121
H 3.574 -2.050 -2.428  0.083
C 2.273 3.306 0.459  -0.549
C -2.580 -3.060 -4.488  -0.068
N 0.748 -0.891 2.779  -0.226
C 0.733 3.205 3.318  -0.119
N -7.018 2.259 2.963  0.135
N -1.319 -6.387 -2.591  0.039
N -0.123 1.482 -2.015  0.006
H 3.544 5.053 0.445  0.069
H -0.846 -3.160 2.344  0.073
H 0.709 2.117 3.434  0.062
C 2.741 -1.705 4.013  -0.025
H 2.788 2.829 1.300  0.095
C -1.566 3.327 2.322  -0.123
H -0.987 -7.367 4.518  0.073
C 0.024 -0.689 -3.001  -0.325
N 2.718 -1.149 1.679  0.101
C -5.017 1.314 1.606  -0.227
H 3.017 -3.802 -4.209  0.069
C -0.087 3.645 2.103  -0.580
C -2.061 0.496 -3.232  -0.054
C -1.806 6.962 -1.672  -0.083
H 1.953 5.313 -0.278  0.068
C -1.922 -1.813 -3.957  -0.295
C -2.631 -0.625 -3.802  -0.065
H -4.832 3.051 0.339  0.117
C -0.482 -3.014 5.715  -0.064
C -6.125 1.842 2.371  -0.179
C 1.987 -3.309 -1.813  -0.128
C -1.576 4.779 -2.943  -0.078
C -1.011 -5.268 5.006  -0.285
H 2.220 -1.741 4.959  0.089
C -3.400 1.516 -0.128  -0.117
C -0.742 4.871 -0.729  -0.089
C -1.673 -5.735 -1.695  -0.473
H 4.464 -0.336 -3.874  0.057
H -1.002 7.648 -1.957  0.066
H 0.954 -3.574 -2.039  0.050
H 2.138 1.536 -3.213  0.064
C -0.544 -2.589 4.397  -0.269
H 4.337 0.650 -2.412  0.058
H -0.041 -2.732 -3.657  0.082
H 0.026 4.725 1.975  0.078
C 2.511 0.584 -3.598  -0.555
C -0.552 2.767 -1.970  -0.344
N -1.243 -2.914 0.077  0.061
H 2.365 3.194 -1.699  0.073
H -0.244 -2.296 6.488  0.104
O 0.237 -0.260 5.196  -0.342
H 1.777 3.515 3.243  0.059
H -1.324 2.937 -3.981  0.096
C 2.073 0.484 -5.057  -0.108
H -0.665 -4.688 7.043  0.101
C 2.858 2.741 -0.834  -0.142
C 2.479 4.812 0.538  -0.125
C -0.825 -3.490 3.378  -0.038
H -3.312 -3.457 -3.778  0.074
H -3.102 -2.869 -5.429  0.063
C 2.666 -2.765 -4.211  -0.118
C -4.462 2.062 0.573  -0.020
H 3.387 -2.177 -4.781  0.046
S -0.255 -0.881 3.978  0.531
H -2.050 5.252 -3.800  0.098
H -2.912 2.082 -0.914  0.099
P 1.741 -0.611 -2.385  1.073
H -2.360 -6.872 5.502  0.076
C 4.062 -2.077 3.915  -0.104
H -2.658 7.174 -2.322  0.062
H 2.008 -2.948 -0.782  0.055
H -2.171 3.650 1.474  0.052
H -2.681 1.368 -3.079  0.084
N -2.155 -5.090 -0.651  0.020
H 3.930 2.957 -0.901  0.074
C -0.718 -4.351 6.012  -0.057
H 2.461 1.339 -5.623  0.069
H 2.582 -4.225 -1.868  0.072
C -0.313 3.548 -0.791  -0.304
C 2.550 -2.250 -2.772  -0.552
C -1.292 -6.711 5.335  -0.066
C -0.722 0.502 -2.772  -0.344
C -3.445 -0.405 1.116  -0.129
C -1.385 5.518 -1.777  -0.313
H 2.707 1.661 -0.896  0.033
H 0.986 0.487 -5.140  0.068
H 2.124 5.232 1.482  0.057
H -1.937 3.830 3.220  0.077
K -0.123 -0.476 0.430  0.495
H -2.098 7.216 -0.650  0.066
H 2.442 -0.426 -5.534  0.052
C 2.065 -1.250 2.857  -0.393
H -3.677 -0.589 -4.099  0.103
C 4.723 -1.992 2.692  -0.114
H -1.270 -5.518 2.886  0.114
H -3.004 -1.377 1.303  0.090
C -4.496 0.061 1.893  0.000
C -1.653 -3.933 -0.316  -0.397
H 4.457 -1.414 0.639  0.095
C -1.057 -4.820 3.688  -0.029
H -0.576 5.432 0.185  0.095
C -1.175 3.461 -3.048  -0.048
H 4.470 1.424 -3.997  0.071
H -1.710 2.250 2.463  0.066
H 0.319 3.640 4.233  0.075
P 0.511 2.706 0.613  1.076
H 1.724 -2.737 -4.755  0.061
N -2.909 0.303 0.124  0.082
C 4.031 0.578 -3.459  -0.139
H 5.760 -2.279 2.576  0.080
H -0.765 -7.020 6.239  0.067
C -0.594 -1.809 -3.553  -0.065
H -1.851 -3.855 -4.652  0.064
O -1.515 -0.384 3.456  -0.338
C 3.992 -1.514 1.617  -0.175

## Properties
electronic energy = -110352.750 eV
E_LUMO = 3.9 eV
relative energy (zero: lowest compared OMol25 entry of this formula, charge and spin) = 0.0 kJ/mol
HOMO energy = -0.0596 Ha
charge = -2
largest force on an atom = 0.80 eV/A
orbital gap = 5.4996 eV